(1)
# C6H11N2

The ion C6H11N2 with charge +1 (wB97M-V/def2-TZVPD, the OMol25 dataset).

Properties
- E (Eh) = -344.30048
- spin multiplicity = 1
- F_max (eV/Å) = 4.356
- energy above the lowest of the compared OMol25 structures with the same formula, charge and spin (kcal per mole) = 134.7
- LUMO energy (eV) = -3.58
- molecular weight (g mol⁻¹) = 111.17
- charge = +1
- SMILES = N[C@@H]1C#CCC[C@H]1[NH3+]

Element x y z (Å)
N: 2.480 0.150 -0.506
C: 1.481 0.153 0.387
C: 0.909 -1.154 0.747
C: -0.153 -1.679 0.577
C: -1.365 -1.402 -0.167
C: -1.068 -0.153 -0.982
C: -0.061 0.757 -0.258
N: -0.703 1.157 0.951
H: 3.201 0.885 -0.469
H: 2.574 -0.741 -1.030
H: 1.512 0.790 1.302
H: -1.461 -2.361 -0.858
H: -2.113 -1.270 0.578
H: -0.797 -0.522 -2.053
H: -1.931 0.405 -0.941
H: 0.164 1.512 -0.961
H: -1.652 1.654 0.687
H: -0.201 1.686 1.634
H: -0.817 0.134 1.362

=====

(2)
# C6H11N2

A cluster of 2 separate species, C6H11N2 in total (wB97M-V/def2-TZVPD, the OMol25 dataset).

Properties
- E (Eh) = -344.33529
- spin multiplicity = 1
- F_max (eV/Å) = 4.485
- energy above the lowest of the compared OMol25 structures with the same formula, charge and spin (kcal per mole) = 112.9
- LUMO energy (eV) = -4.11
- molecular weight (g mol⁻¹) = 111.17
- charge = +1

Element x y z (Å)
C: -3.501 -0.614 0.485
C: -2.341 -0.955 1.024
C: -2.340 -0.346 -0.264
C: 1.865 -1.170 0.590
C: 1.077 0.834 -0.546
C: 1.541 0.403 0.763
N: -1.707 0.213 -1.233
N: 1.570 1.679 -1.381
H: -4.582 -0.560 0.358
H: -1.859 -1.229 1.951
H: 2.785 -1.405 0.155
H: 0.920 -1.616 0.201
H: 2.104 -1.569 1.535
H: -0.026 0.735 -0.770
H: 2.551 0.901 0.985
H: 0.768 0.590 1.470
H: -2.529 0.451 -1.830
H: 1.236 1.761 -2.288
H: 2.469 1.896 -1.207

=====

(3)
# C6H11N2

A structure of composition C6H11N2 (wB97M-V/def2-TZVPD, the OMol25 dataset).

Properties
- E (Eh) = -344.30553
- spin multiplicity = 1
- F_max (eV/Å) = 4.662
- energy above the lowest of the compared OMol25 structures with the same formula, charge and spin (kcal per mole) = 131.5
- LUMO energy (eV) = -7.55
- molecular weight (g mol⁻¹) = 111.17
- charge = +1

Element x y z (Å)
C: 0.061 0.863 -2.113
C: 0.025 1.396 -0.766
C: -0.352 0.382 0.292
C: 0.111 -0.913 0.467
N: -0.405 -1.392 1.626
C: -1.245 -0.461 2.195
C: -1.260 0.623 1.365
N: 2.161 -0.429 -1.968
H: -0.748 0.369 -2.641
H: 0.543 1.561 -2.797
H: -0.804 2.093 -0.539
H: 0.939 1.901 -0.433
H: 0.862 -1.539 0.001
H: -0.259 -2.365 1.840
H: -1.564 -0.690 3.201
H: -1.790 1.562 1.428
H: 1.230 0.164 -1.961
H: 3.137 -0.180 -1.872
H: 2.030 -1.218 -2.587

=====

(4)
# C6H11N2O

The ion C6H11N2O with charge +1 (wB97M-V/def2-TZVPD, the OMol25 dataset).

Properties
- E (Eh) = -419.60267
- spin multiplicity = 1
- F_max (eV/Å) = 5.926
- energy above the lowest of the compared OMol25 structures with the same formula, charge and spin (kcal per mole) = 96.8
- LUMO energy (eV) = -2.99
- molecular weight (g mol⁻¹) = 127.17
- charge = +1
- SMILES = CC(C)c1coc[n+]1N

Element x y z (Å)
C: -1.833 1.103 -0.870
C: -1.084 -0.094 -0.121
C: -1.667 -0.320 1.242
C: 0.355 0.252 0.060
C: 1.008 1.317 0.406
O: 2.298 1.293 0.309
C: 2.672 0.084 -0.080
N: 1.752 -0.707 -0.326
N: 1.646 -1.945 -0.745
H: -2.867 0.968 -0.800
H: -1.804 1.022 -1.963
H: -1.470 2.032 -0.532
H: -1.190 -0.955 -0.676
H: -1.424 0.441 1.912
H: -1.061 -1.239 1.706
H: -2.756 -0.485 1.363
H: 0.541 2.194 0.774
H: 3.747 -0.132 -0.190
H: 2.414 -2.616 -0.672
H: 0.725 -2.214 -0.797

=====

(5)
# C6H11N2O2

The ion C6H11N2O2 with charge +1 (wB97M-V/def2-TZVPD, the OMol25 dataset).

Properties
- E (Eh) = -494.85635
- spin multiplicity = 1
- F_max (eV/Å) = 4.468
- energy above the lowest of the compared OMol25 structures with the same formula, charge and spin (kcal per mole) = 101.6
- LUMO energy (eV) = -3.02
- molecular weight (g mol⁻¹) = 143.17
- charge = +1
- SMILES = C[N+](C)(C)c1co[nH]c1=O

Element x y z (Å)
C: 1.403 1.228 0.060
N: 0.743 -0.096 -0.057
C: 1.112 -0.870 -1.251
C: 1.098 -0.889 1.137
C: -0.758 0.262 -0.151
C: -1.422 1.449 -0.209
O: -2.720 1.289 -0.076
N: -2.991 -0.030 0.072
C: -1.795 -0.798 0.090
O: -1.655 -1.978 0.180
H: 2.378 1.013 0.420
H: 1.402 1.859 -0.902
H: 0.845 1.875 0.830
H: 0.599 -1.794 -1.081
H: 0.805 -0.497 -2.194
H: 2.149 -0.972 -1.187
H: 2.108 -1.375 0.975
H: 1.267 -0.325 2.046
H: 0.494 -1.672 1.179
H: -1.100 2.514 -0.237
H: -3.962 -0.194 0.358

=====

(6)
# C6H11N2OS

The ion C6H11N2OS with charge +1 (wB97M-V/def2-TZVPD, the OMol25 dataset).

Properties
- E (Eh) = -817.76160
- spin multiplicity = 1
- F_max (eV/Å) = 1.740
- energy above the lowest of the compared OMol25 structures with the same formula, charge and spin (kcal per mole) = 96.1
- LUMO energy (alpha / beta) (eV) = -5.75 / -5.01
- molecular weight (g mol⁻¹) = 159.23
- charge = +1

Element x y z (Å)
C: 0.009 -1.415 1.111
C: -2.829 1.599 -1.388
C: -2.002 1.275 -0.406
C: 1.573 -1.461 1.141
C: 1.776 0.508 -0.323
C: -1.678 -0.136 -0.050
N: -0.439 -0.271 0.609
N: 2.165 -0.109 0.929
O: -0.628 -2.322 1.593
S: 2.184 -0.296 -1.782
H: -3.057 2.622 -1.628
H: -3.334 0.846 -1.975
H: -1.516 2.030 0.197
H: 1.905 -1.886 2.090
H: 1.885 -2.128 0.334
H: 1.447 1.529 -0.304
H: -1.758 -0.799 -0.923
H: -2.439 -0.508 0.664
H: 1.829 0.482 1.701
H: 3.190 -0.200 1.010
H: 1.717 0.640 -2.601

=====

(7)
# C6H11N2S

The ion C6H11N2S with charge +1 (wB97M-V/def2-TZVPD, the OMol25 dataset).

Properties
- E (Eh) = -742.53775
- spin multiplicity = 1
- F_max (eV/Å) = 1.629
- energy above the lowest of the compared OMol25 structures with the same formula, charge and spin (kcal per mole) = 107.7
- LUMO energy (alpha / beta) (eV) = -4.93 / -4.61
- molecular weight (g mol⁻¹) = 143.24
- charge = +1

Element x y z (Å)
C: 1.799 0.526 -0.530
C: 2.032 1.047 1.573
C: -0.464 -0.063 -0.041
C: -0.908 0.901 0.965
C: -1.553 -1.689 -1.569
C: -1.065 -0.243 -1.382
N: 2.177 1.402 0.345
N: 1.501 -0.237 1.742
S: 1.074 -0.947 0.297
H: 1.830 0.621 -1.591
H: 2.327 1.645 2.412
H: -1.130 0.405 1.916
H: -1.789 1.436 0.617
H: -0.132 1.651 1.209
H: -0.719 -2.388 -1.564
H: -2.060 -1.763 -2.527
H: -2.257 -1.964 -0.789
H: -1.900 0.449 -1.495
H: -0.360 -0.029 -2.186
H: 1.596 -0.761 2.599

=====

(8)
# C6H11N2S

The ion C6H11N2S with charge +1 (wB97M-V/def2-TZVPD, the OMol25 dataset).

Properties
- E (Eh) = -742.59659
- spin multiplicity = 1
- F_max (eV/Å) = 6.273
- energy above the lowest of the compared OMol25 structures with the same formula, charge and spin (kcal per mole) = 70.8
- LUMO energy (eV) = -4.03
- molecular weight (g mol⁻¹) = 143.24
- charge = +1

Element x y z (Å)
C: -1.394 -0.551 -1.111
C: -2.065 0.956 0.349
C: -2.599 -1.060 -0.803
C: 1.211 0.072 1.699
C: 0.289 1.058 -0.456
C: 2.068 -0.749 -0.468
N: -1.150 0.609 -0.515
N: 0.939 0.044 0.251
S: -3.361 -0.133 0.449
H: -0.804 -0.981 -1.878
H: -1.997 1.852 1.006
H: 2.256 0.608 1.745
H: 0.639 0.838 2.047
H: 1.377 -0.939 1.934
H: 0.578 1.119 -1.467
H: -3.073 -1.957 -1.063
H: 0.282 2.066 0.026
H: 2.859 -0.074 -0.277
H: 2.230 -1.721 -0.059
H: 1.714 -1.057 -1.409

=====

(9)
# C6H11N2S

A cluster of 2 separate species, C6H11N2S in total (wB97M-V/def2-TZVPD, the OMol25 dataset).

Properties
- E (Eh) = -742.58448
- spin multiplicity = 1
- F_max (eV/Å) = 4.543
- energy above the lowest of the compared OMol25 structures with the same formula, charge and spin (kcal per mole) = 78.4
- LUMO energy (eV) = -4.80
- molecular weight (g mol⁻¹) = 143.24
- charge = +1

Element x y z (Å)
C: 1.781 0.070 -0.371
C: 1.182 -0.909 0.543
C: 0.573 1.090 -0.395
C: -0.131 -0.612 0.932
C: 3.277 0.259 -0.433
C: -0.502 0.628 0.333
N: 4.069 -0.380 0.341
N: -1.780 1.091 0.351
S: -4.857 -0.215 -0.150
H: 1.516 -0.248 -1.404
H: 1.652 -1.852 0.684
H: 0.536 1.910 -1.159
H: -0.703 -1.249 1.549
H: 3.629 0.869 -1.251
H: 3.632 -0.719 1.262
H: -4.609 0.214 -1.385
H: -2.447 0.456 0.737
H: -2.135 1.525 -0.496
H: 5.043 -0.332 0.141
H: -5.671 -1.307 -0.240

=====

(10)
# C6H11N3

An isolated molecule of C6H11N3 (wB97M-V/def2-TZVPD, the OMol25 dataset).

Properties
- E (Eh) = -399.47855
- spin multiplicity = 1
- F_max (eV/Å) = 4.356
- energy above the lowest of the compared OMol25 structures with the same formula, charge and spin (kcal per mole) = 10.5
- LUMO energy (eV) = 0.84
- molecular weight (g mol⁻¹) = 125.17
- SMILES = [H]/N=C1\CCCCC(N)=N1

Element x y z (Å)
H: -1.376 -2.436 1.780
N: -1.658 -1.484 1.570
C: -0.770 -0.592 1.232
C: 0.685 -0.961 1.271
C: 1.309 -1.175 -0.125
C: 1.212 0.074 -1.035
C: -0.231 0.509 -1.353
C: -0.885 1.161 -0.189
N: -1.393 2.433 -0.261
N: -1.198 0.681 0.963
H: 1.234 -0.097 1.733
H: 0.859 -1.849 1.892
H: 0.801 -2.016 -0.584
H: 2.355 -1.455 -0.031
H: 1.688 -0.131 -1.971
H: 1.776 0.898 -0.572
H: -0.768 -0.390 -1.527
H: -0.236 1.171 -2.237
H: -1.884 2.728 0.592
H: -1.519 2.930 -1.150

=====

(11)
# C6H11N3

A structure of composition C6H11N3 (wB97M-V/def2-TZVPD, the OMol25 dataset).

Properties
- E (Eh) = -399.28838
- spin multiplicity = 1
- F_max (eV/Å) = 2.439
- energy above the lowest of the compared OMol25 structures with the same formula, charge and spin (kcal per mole) = 129.8
- LUMO energy (alpha / beta) (eV) = -0.38 / -0.42
- molecular weight (g mol⁻¹) = 125.17

Element x y z (Å)
C: -1.247 2.259 -0.152
C: 0.922 0.285 0.288
C: -0.855 0.865 -0.340
C: -0.031 -1.254 -0.267
N: 0.936 0.549 1.661
N: -0.291 -2.054 0.913
C: -1.211 -0.358 -0.605
C: 0.519 -1.871 -1.399
N: 1.975 0.612 -0.373
H: 1.736 1.107 1.932
H: 0.074 0.872 2.075
H: 0.383 -2.810 0.953
H: -0.180 -1.492 1.752
H: 1.925 0.241 -1.322
H: -2.123 -0.768 -1.031
H: -0.487 2.932 -0.560
H: -1.389 2.501 0.905
H: -2.196 2.453 -0.669
H: 1.567 -2.143 -1.429
H: -0.026 -1.925 -2.333

=====

(12)
# C6H11N3O3S

An isolated molecule of C6H11N3O3S (wB97M-V/def2-TZVPD, the OMol25 dataset).

Properties
- E (Eh) = -1023.15206
- spin multiplicity = 1
- F_max (eV/Å) = 5.495
- energy above the lowest of the compared OMol25 structures with the same formula, charge and spin (kcal per mole) = 104.6
- LUMO energy (eV) = 0.58
- molecular weight (g mol⁻¹) = 205.24

Element x y z (Å)
C: -1.693 0.296 1.356
C: 0.323 -0.304 0.765
C: -1.224 1.689 1.050
C: 2.377 -0.539 -0.949
C: 1.974 0.834 -0.700
C: 2.363 -1.371 0.397
N: -0.145 1.817 0.052
N: 0.776 0.790 0.217
N: -3.327 -1.618 0.082
O: -3.064 0.616 -1.038
O: -1.139 -0.968 -0.965
O: 1.059 -1.344 1.052
S: -2.302 -0.330 -0.293
H: -2.086 2.023 0.602
H: -0.951 2.122 1.965
H: 1.537 -1.086 -1.630
H: 3.274 -0.751 -1.538
H: 2.874 1.388 -0.244
H: 1.560 1.220 -1.656
H: 2.722 -2.372 0.190
H: 3.094 -0.823 1.144
H: -0.749 1.679 -0.856
H: -2.953 -1.739 1.055
H: -4.301 -1.230 -0.060

=====

Q: Among the records above, which one has the highest E?
A: number 1

=====

Q: What is the formula in the eleventh record?
A: C6H11N3

=====

Please write out number 6 again, unchanged.
# C6H11N2OS

The ion C6H11N2OS with charge +1 (wB97M-V/def2-TZVPD, the OMol25 dataset).

Properties
- E (Eh) = -817.76160
- spin multiplicity = 1
- F_max (eV/Å) = 1.740
- energy above the lowest of the compared OMol25 structures with the same formula, charge and spin (kcal per mole) = 96.1
- LUMO energy (alpha / beta) (eV) = -5.75 / -5.01
- molecular weight (g mol⁻¹) = 159.23
- charge = +1

Element x y z (Å)
C: 0.009 -1.415 1.111
C: -2.829 1.599 -1.388
C: -2.002 1.275 -0.406
C: 1.573 -1.461 1.141
C: 1.776 0.508 -0.323
C: -1.678 -0.136 -0.050
N: -0.439 -0.271 0.609
N: 2.165 -0.109 0.929
O: -0.628 -2.322 1.593
S: 2.184 -0.296 -1.782
H: -3.057 2.622 -1.628
H: -3.334 0.846 -1.975
H: -1.516 2.030 0.197
H: 1.905 -1.886 2.090
H: 1.885 -2.128 0.334
H: 1.447 1.529 -0.304
H: -1.758 -0.799 -0.923
H: -2.439 -0.508 0.664
H: 1.829 0.482 1.701
H: 3.190 -0.200 1.010
H: 1.717 0.640 -2.601

=====

Q: molecular weight of number 8 (C6H11N2S)?
A: 143.24 g mol⁻¹